(1)
A single C2H5NO2 molecule at a distorted geometry, computed with wB97M-V/def2-TZVPD.

Results
energy relative to the best compared isomer or geometry (same formula, charge and spin)	279.6	kJ/mol
strongest force on any atom	1.1	eV Å⁻¹
SMILES	CO/C=N/O

```
! RIJCOSX wB97M-V def2-TZVPD def2/J DEFGRID3
* xyz 0 1
C 0.48 0.49 1.51
O -0.64 -0.25 1.03
C -0.73 -0.47 -0.28
N 0.13 -0.10 -1.15
O -0.28 -0.56 -2.42
H 1.01 -0.11 2.26
H 1.15 0.76 0.69
H 0.09 1.42 1.96
H -1.62 -1.01 -0.58
H 0.40 -0.17 -3.00
*
```

(2)
A single C2H5NO2 molecule at a distorted geometry, computed with wB97M-V/def2-TZVPD.

Results
energy relative to the best compared isomer or geometry (same formula, charge and spin)	50.6	kJ/mol
strongest force on any atom	4.2	eV Å⁻¹
SMILES	COC(N)=O

```
! RIJCOSX wB97M-V def2-TZVPD def2/J DEFGRID3
* xyz 0 1
C -1.61 -0.02 -0.07
O -0.30 -0.61 -0.02
C 0.69 0.27 0.00
N 1.87 -0.37 -0.13
O 0.45 1.46 -0.01
H -2.34 -0.83 0.00
H -1.67 0.63 -0.94
H -1.73 0.61 0.86
H 1.96 -1.42 0.31
H 2.66 0.27 -0.01
*
```

(3)
A single C2H5NO2 molecule at a distorted geometry, computed with wB97M-V/def2-TZVPD.

Results
energy relative to the best compared isomer or geometry (same formula, charge and spin)	473.1	kJ/mol
strongest force on any atom	6.7	eV Å⁻¹
SMILES	CO/C=N/O

```
! RIJCOSX wB97M-V def2-TZVPD def2/J DEFGRID3
* xyz 0 1
C -0.64 0.82 -1.38
O 0.55 -0.11 -1.12
C 0.67 -0.47 0.10
N 0.21 -0.03 1.26
O 0.64 -1.18 2.19
H -1.76 0.25 -1.73
H -1.06 1.44 -0.53
H -0.23 1.56 -2.13
H 1.50 -1.30 0.43
H 0.12 -0.97 2.93
*
```

(4)
A single C2H5NO2 molecule at a distorted geometry, computed with wB97M-V/def2-TZVPD.

Results
energy relative to the best compared isomer or geometry (same formula, charge and spin)	310.0	kJ/mol
strongest force on any atom	5.0	eV Å⁻¹
SMILES	CN(O)C=O

```
! RIJCOSX wB97M-V def2-TZVPD def2/J DEFGRID3
* xyz 0 1
C -0.71 1.37 0.07
N -0.37 -0.05 -0.30
O -1.24 -1.04 0.25
C 0.86 -0.56 -0.08
O 1.86 0.13 0.13
H -0.99 1.77 0.99
H -1.54 1.79 -0.53
H 0.02 2.05 -0.46
H -1.78 -1.28 -0.56
H 0.97 -1.60 -0.28
*
```

(5)
A single C2H5NO2 molecule, computed with wB97M-V/def2-TZVPD.

Results
energy relative to the best compared isomer or geometry (same formula, charge and spin)	70.4	kJ/mol
strongest force on any atom	0.9	eV Å⁻¹
SMILES	O=CNCO

```
! RIJCOSX wB97M-V def2-TZVPD def2/J DEFGRID3
* xyz 0 1
O -0.76 -0.85 1.43
C 0.22 -1.15 0.79
N 0.77 -0.40 -0.22
C 0.40 1.00 -0.33
O -0.58 1.23 -1.34
H 0.77 -2.09 0.97
H 1.26 -0.86 -0.97
H 1.29 1.55 -0.61
H -0.02 1.30 0.62
H -1.30 0.63 -1.11
*
```

(6)
A molecular structure, C2H5NO2 at a distorted geometry, computed with wB97M-V/def2-TZVPD.

Results
energy relative to the best compared isomer or geometry (same formula, charge and spin)	727.0	kJ/mol
strongest force on any atom	4.2	eV Å⁻¹

```
! RIJCOSX wB97M-V def2-TZVPD def2/J DEFGRID3
* xyz 0 1
C 0.55 -0.84 0.47
C 0.66 0.51 -0.01
O -1.09 0.01 -0.25
O -1.39 -0.18 -1.65
N 0.88 1.46 0.88
H -2.35 -0.21 -1.61
H 0.51 1.18 1.80
H 0.98 -1.65 -0.10
H 0.28 -0.98 1.51
H 0.98 0.68 -1.04
*
```

(7)
2 unconnected molecules or ions with the total composition C2H5NO2 at a distorted geometry, computed with wB97M-V/def2-TZVPD.

Results
energy relative to the best compared isomer or geometry (same formula, charge and spin)	447.3	kJ/mol
strongest force on any atom	3.3	eV Å⁻¹
SMILES	O=NO.C=C

```
! RIJCOSX wB97M-V def2-TZVPD def2/J DEFGRID3
* xyz 0 1
O -2.31 0.17 2.07
N -1.30 0.22 1.45
O -1.39 1.09 0.38
H -0.55 0.76 -0.20
C 0.99 0.04 -1.13
C 0.90 -0.87 -0.11
H 1.53 0.96 -1.02
H 0.57 -0.02 -2.10
H 0.20 -1.73 -0.13
H 1.35 -0.62 0.80
*
```

(8)
A single C2H5NO2 molecule at a distorted geometry, computed with wB97M-V/def2-TZVPD.

Results
energy relative to the best compared isomer or geometry (same formula, charge and spin)	79.4	kJ/mol
strongest force on any atom	1.7	eV Å⁻¹
SMILES	O=CNCO

```
! RIJCOSX wB97M-V def2-TZVPD def2/J DEFGRID3
* xyz 0 1
O -0.06 -1.64 -0.92
C -0.90 -0.78 -0.77
N -0.70 0.38 -0.09
C 0.66 0.68 0.45
O 1.27 -0.41 1.03
H -1.92 -0.91 -1.17
H -1.39 1.07 0.19
H 1.21 1.24 -0.30
H 0.49 1.44 1.23
H 1.35 -1.06 0.34
*
```

(9)
A single C2H5NO2 molecule at a distorted geometry, computed with wB97M-V/def2-TZVPD.

Results
energy relative to the best compared isomer or geometry (same formula, charge and spin)	281.5	kJ/mol
strongest force on any atom	7.9	eV Å⁻¹
SMILES	NC(=O)CO

```
! RIJCOSX wB97M-V def2-TZVPD def2/J DEFGRID3
* xyz 0 1
N 0.67 1.10 0.29
C 0.83 -0.21 0.12
O 1.86 -0.73 -0.24
C -0.48 -0.89 0.42
O -1.43 0.00 -0.20
H 1.31 2.01 -0.09
H -0.29 1.44 -0.05
H -0.11 -1.49 -0.46
H -0.75 -1.24 1.41
H -1.60 0.02 -1.20
*
```

(10)
A single C2H5NO2S molecule at a distorted geometry, computed with wB97M-V/def2-TZVPD.

Results
energy relative to the best compared isomer or geometry (same formula, charge and spin)	332.9	kJ/mol
strongest force on any atom	2.6	eV Å⁻¹
SMILES	C[C@H](S)[N+](=O)[O-]

```
! RIJCOSX wB97M-V def2-TZVPD def2/J DEFGRID3
* xyz 0 1
C 1.01 -1.01 1.52
C -0.06 -0.46 0.49
S -0.65 1.20 0.89
N -1.28 -1.26 0.49
O -1.70 -1.70 1.54
O -1.87 -1.37 -0.59
H 0.88 -2.11 1.46
H 0.90 -0.96 2.59
H 2.01 -0.72 1.32
H 0.32 -0.52 -0.54
H -0.43 1.12 2.20
*
```

(11)
A single C2H5NO2S molecule at a distorted geometry, computed with wB97M-V/def2-TZVPD.

Results
energy relative to the best compared isomer or geometry (same formula, charge and spin)	217.2	kJ/mol
strongest force on any atom	2.3	eV Å⁻¹
SMILES	COC(=S)NO

```
! RIJCOSX wB97M-V def2-TZVPD def2/J DEFGRID3
* xyz 0 1
C 1.37 1.24 0.07
O 0.09 0.62 -0.08
C -0.01 -0.72 0.00
S 1.28 -1.81 0.07
N -1.29 -1.10 -0.09
O -2.35 -0.29 0.27
H 1.25 2.32 -0.06
H 1.81 1.01 1.14
H 2.12 0.84 -0.63
H -1.52 -2.09 -0.08
H -2.74 -0.02 -0.60
*
```

(12)
A single C2H5NO2S molecule at a distorted geometry, computed with wB97M-V/def2-TZVPD.

Results
energy relative to the best compared isomer or geometry (same formula, charge and spin)	179.8	kJ/mol
strongest force on any atom	6.7	eV Å⁻¹

```
! RIJCOSX wB97M-V def2-TZVPD def2/J DEFGRID3
* xyz 0 3
C 1.25 -0.71 -0.14
C -0.75 0.54 0.32
N 0.63 0.21 0.43
O 1.12 2.58 1.48
O 0.20 0.93 3.03
S 1.28 1.33 2.16
H 2.31 -0.91 0.25
H 0.70 -1.34 -0.73
H -1.16 0.56 1.29
H -1.13 -0.13 -0.51
H -0.75 1.56 0.23
*
```

(13)
2 unconnected molecules or ions with the total composition C2H5NO3 at a distorted geometry, computed with wB97M-V/def2-TZVPD.

Results
energy relative to the best compared isomer or geometry (same formula, charge and spin)	693.8	kJ/mol
strongest force on any atom	5.4	eV Å⁻¹

```
! RIJCOSX wB97M-V def2-TZVPD def2/J DEFGRID3
* xyz 0 1
C 0.94 -0.27 -1.02
C -0.28 0.25 -0.34
N -0.05 0.94 0.96
O 1.07 0.91 1.41
O -1.03 1.59 1.33
O -1.25 -1.53 0.54
H 1.81 -0.14 -0.27
H 0.97 0.30 -1.89
H 0.92 -1.38 -1.30
H -1.36 0.41 -0.62
H -1.75 -1.08 1.19
*
```

(14)
2 unconnected molecules or ions with the total composition C2H5NO3S at a distorted geometry, computed with wB97M-V/def2-TZVPD.

Results
energy relative to the best compared isomer or geometry (same formula, charge and spin)	169.1	kJ/mol
strongest force on any atom	4.5	eV Å⁻¹

```
! RIJCOSX wB97M-V def2-TZVPD def2/J DEFGRID3
* xyz 0 1
C 1.10 -1.18 -0.24
C -1.33 -0.58 -0.83
N -0.21 -0.99 0.02
O 0.65 2.76 2.43
O 0.20 2.28 0.11
O 1.93 -1.31 0.60
S 1.19 2.53 1.12
H -0.52 -1.15 0.97
H 1.38 -1.23 -1.33
H -2.18 -1.14 -0.44
H -1.36 0.58 -0.60
H -0.84 -0.57 -1.80
*
```

(15)
2 unconnected molecules or ions with the total composition C2H5NO4, computed with wB97M-V/def2-TZVPD.

Results
energy relative to the best compared isomer or geometry (same formula, charge and spin)	100.5	kJ/mol
strongest force on any atom	0.7	eV Å⁻¹
SMILES	O=CNC(=O)O.O

```
! RIJCOSX wB97M-V def2-TZVPD def2/J DEFGRID3
* xyz 0 1
O 0.46 1.48 -1.19
C -0.46 0.70 -1.19
N -0.32 -0.67 -1.16
C 0.76 -1.44 -0.67
O 0.65 -2.63 -0.59
O 1.86 -0.75 -0.37
H -1.50 1.04 -1.18
H -1.03 -1.23 -1.61
H 1.61 0.19 -0.27
O -0.64 0.96 2.37
H 0.01 1.44 2.90
H -1.41 0.90 2.96
*
```

(16)
A single C2H5NO4S2 molecule at a distorted geometry, computed with wB97M-V/def2-TZVPD.

Results
energy relative to the best compared isomer or geometry (same formula, charge and spin)	64.7	kJ/mol
strongest force on any atom	5.0	eV Å⁻¹
SMILES	[H]/N=C(\S)COS(=O)(=O)O

```
! RIJCOSX wB97M-V def2-TZVPD def2/J DEFGRID3
* xyz 0 1
H -1.01 0.13 -2.23
N -0.62 -0.37 -1.45
C -1.07 0.04 -0.34
S -2.36 1.20 0.18
C -0.50 -0.73 0.84
O 0.93 -0.91 0.70
S 1.72 0.39 0.10
O 2.95 0.44 0.75
O 0.86 1.52 0.17
O 1.77 -0.23 -1.32
H -2.14 1.05 1.56
H -0.53 -0.23 1.88
H -0.84 -1.69 0.74
H 0.84 -0.60 -1.60
*
```

(17)
2 unconnected molecules or ions with the total composition C2H5NO7 at a distorted geometry, computed with wB97M-V/def2-TZVPD.

Results
energy relative to the best compared isomer or geometry (same formula, charge and spin)	0.0	kJ/mol
strongest force on any atom	1.3	eV Å⁻¹

```
! RIJCOSX wB97M-V def2-TZVPD def2/J DEFGRID3
* xyz -2 1
C -0.01 0.27 -0.52
C -1.46 0.47 0.04
N 0.99 0.83 0.11
O 1.03 1.54 1.18
O 2.29 0.60 -0.59
O 0.22 -1.93 0.93
O 0.18 -0.29 -1.65
O -1.78 -0.36 0.99
O -1.55 1.86 0.42
O -2.30 0.36 -1.14
H -0.73 1.98 0.95
H 1.88 0.08 -1.33
H -0.65 -1.39 0.97
H 0.88 -1.27 1.11
H -1.68 -0.05 -1.77
*
```

(18)
2 unconnected molecules or ions with the total composition C2H5NOS at a distorted geometry, computed with wB97M-V/def2-TZVPD.

Results
energy relative to the best compared isomer or geometry (same formula, charge and spin)	347.8	kJ/mol
strongest force on any atom	4.3	eV Å⁻¹

```
! RIJCOSX wB97M-V def2-TZVPD def2/J DEFGRID3
* xyz 0 1
C 0.31 0.57 0.02
C -0.84 -1.70 0.00
N -0.17 1.78 0.14
O -0.17 -2.65 0.26
S 2.02 0.42 -0.09
H -1.16 -0.98 0.88
H -1.13 -1.36 -1.02
H -1.21 1.93 0.14
H 0.38 2.74 0.08
H 1.97 -0.76 -0.42
*
```

(19)
A molecular structure, C2H5NOS at a distorted geometry, computed with wB97M-V/def2-TZVPD.

Results
energy relative to the best compared isomer or geometry (same formula, charge and spin)	591.5	kJ/mol
strongest force on any atom	6.2	eV Å⁻¹

```
! RIJCOSX wB97M-V def2-TZVPD def2/J DEFGRID3
* xyz 0 1
C 0.37 0.19 -0.74
C 0.24 -0.68 0.19
N 0.63 1.45 -0.40
O -0.08 -0.13 1.49
S -0.58 2.92 1.21
H -0.18 -1.65 0.06
H 0.20 3.84 0.88
H 0.31 1.85 0.73
H 0.40 2.23 -0.94
H -0.87 -0.50 1.81
*
```

(20)
A single C2H5NOS molecule at a distorted geometry, computed with wB97M-V/def2-TZVPD.

Results
energy relative to the best compared isomer or geometry (same formula, charge and spin)	404.2	kJ/mol
strongest force on any atom	8.5	eV Å⁻¹
SMILES	NCC(O)=S

```
! RIJCOSX wB97M-V def2-TZVPD def2/J DEFGRID3
* xyz 0 1
N 2.17 -0.14 0.20
C 1.08 0.81 -0.21
C -0.41 0.33 -0.07
O -1.61 1.11 0.16
S -0.70 -1.16 -0.05
H 2.05 -0.74 -0.78
H 1.53 -0.66 1.02
H 1.38 1.56 -0.88
H 1.07 1.57 0.63
H -1.07 2.07 -0.25
*
```